(1)
Below is a 2-piece molecular cluster, C4H12N2O overall, with properties calculated with ωB97M-V with the def2-TZVPD basis set.

Cartesian coordinates (Å):
C  -0.0157  -1.9435  -1.1046
C  -0.8309  -0.6130  -1.3256
C  -0.8052  0.2507  -0.1756
N  -1.6881  0.0572  0.9077
C  0.1297  1.2454  -0.1060
N  0.1576  2.1360  0.9904
H  1.0544  -1.8354  -0.7518
H  0.0160  -2.5595  -2.0681
H  -0.4927  -2.5010  -0.2769
H  -1.8459  -0.9173  -1.6582
H  -0.2844  -0.0041  -2.0644
H  -2.4654  -0.5331  0.7667
H  -1.1220  -0.2976  1.6751
H  0.8359  1.4972  -0.9601
H  0.4971  3.0337  0.9424
H  -0.7129  2.0118  1.5607
O  2.6042  -0.0467  1.1753
H  1.7047  0.3545  1.3039
H  3.2638  0.6647  1.1691

Atomic forces in eV per Å
0.36 -0.52 -0.33
1.47 -1.69 -1.50
1.11 2.14 0.62
1.44 0.75 1.19
-0.84 0.75 -0.93
-1.92 -3.45 1.30
-1.15 0.49 -0.57
-0.23 0.66 1.42
0.03 -0.13 -0.60
0.51 0.52 0.03
-0.63 -0.65 -0.49
-0.69 -0.74 -0.48
-0.56 -0.01 0.29
-1.01 -0.68 1.27
0.78 2.06 -0.57
1.20 0.51 -0.72
-0.70 0.28 0.17
1.47 -0.13 -0.21
-0.63 -0.16 0.09

Results
* relative energy (zero: lowest compared OMol25 entry of this formula, charge and spin): 173.8 kJ/mol
* gap between HOMO and LUMO: 8.34 eV
* SMILES: CC/C(N)=C/N.O
* energy: -344.318833 Eh

Calculated atomic charges, method natural (NBO), unit e:
1. C -0.6130
2. C -0.4293
3. C 0.0653
4. N -0.8525
5. C -0.0728
6. N -0.8658
7. H 0.2260
8. H 0.2065
9. H 0.1960
10. H 0.2049
11. H 0.2135
12. H 0.3756
13. H 0.3690
14. H 0.2073
15. H 0.3809
16. H 0.3916
17. O -0.9627
18. H 0.4898
19. H 0.4697

=====

(2)
Below is an isolated molecule of C4H12N2O, with properties calculated with ωB97M-V with the def2-TZVPD basis set.

Cartesian coordinates (Å):
C  -2.3244  1.0438  1.0789
N  -1.5477  0.6091  -0.0596
C  -0.5323  -0.4026  0.2501
C  0.6145  -0.2942  -0.7571
N  1.2048  1.0568  -0.5944
C  1.6811  -1.3446  -0.4865
O  2.2708  -1.2049  0.8013
H  -1.6873  1.7381  1.6344
H  -3.2190  1.6288  0.8666
H  -2.6510  0.2759  1.7903
H  -2.0473  0.3873  -0.9175
H  -0.9897  -1.3885  0.1519
H  -0.0767  -0.1331  1.1956
H  0.2388  -0.4187  -1.7807
H  1.7528  1.2682  -1.4280
H  0.3894  1.6764  -0.6101
H  2.4493  -1.2124  -1.2518
H  1.2795  -2.3474  -0.5908
H  3.1944  -0.9379  0.7072

Atomic forces in eV per Å
0.08 0.60 0.59
0.11 0.06 -0.41
-0.24 0.79 -1.39
0.27 0.58 0.58
-0.49 -0.33 -0.49
0.54 0.49 -0.24
0.06 -0.20 0.01
-0.04 -0.10 0.27
0.05 -0.11 -0.64
0.13 -0.35 -0.20
-0.17 -0.02 0.58
0.30 -0.36 0.71
-0.24 -0.50 0.48
-0.10 -0.33 -0.01
-0.08 0.09 0.22
0.38 0.06 0.04
0.08 -0.17 -0.11
-0.18 -0.23 0.04
-0.47 0.03 0.00

Results
* relative energy (zero: lowest compared OMol25 entry of this formula, charge and spin): 160.3 kJ/mol
* gap between HOMO and LUMO: 9.60 eV
* SMILES: CNC[C@@H](N)CO
* energy: -344.323983 Eh

Calculated atomic charges, method natural (NBO), unit e:
1. C -0.4130
2. N -0.6578
3. C -0.2366
4. C -0.0748
5. N -0.8434
6. C -0.0627
7. O -0.7245
8. H 0.1893
9. H 0.2032
10. H 0.1685
11. H 0.3623
12. H 0.1767
13. H 0.2224
14. H 0.1630
15. H 0.3461
16. H 0.3754
17. H 0.1598
18. H 0.1697
19. H 0.4764

=====

(3)
Below is a 2-piece molecular cluster, C4H12N2O overall, with properties calculated with ωB97M-V with the def2-TZVPD basis set.

Cartesian coordinates (Å):
N  -2.0134  0.2832  -0.3837
C  -0.7163  0.1040  -0.8807
C  0.3553  -0.1078  -0.0785
C  1.7768  0.2521  -0.4648
C  2.4713  0.8268  0.7972
N  3.0645  -0.2468  1.6302
H  -2.6587  0.5082  -1.1183
H  -1.9046  0.8597  0.4294
H  -0.5154  0.0101  -1.9537
H  0.1497  -0.5201  0.9214
H  1.7094  1.0008  -1.2530
H  2.2307  -0.6600  -0.8582
H  1.7005  1.2058  1.4584
H  3.2886  1.4990  0.5606
H  3.8655  -0.0449  2.2107
H  2.4774  -0.7385  2.2882
O  -5.3847  -1.3129  -0.9388
H  -4.5975  -0.7839  -0.9472
H  -5.2990  -2.1347  -1.4193

Atomic forces in eV per Å
0.95 -1.12 -0.60
1.67 -0.79 0.44
-1.23 0.06 -0.27
-0.74 -0.57 0.46
0.23 -1.84 0.84
0.75 -1.07 -0.03
-0.30 0.59 0.44
-1.05 0.35 -0.04
-0.53 0.87 0.08
0.19 0.71 -0.08
0.26 0.02 -0.01
0.74 0.28 0.16
-0.15 1.29 -0.48
-0.25 0.37 -0.02
0.22 0.72 -0.53
-0.77 0.19 -0.44
-1.32 0.12 0.44
0.76 -0.24 -0.21
0.58 0.07 -0.16

Results
* relative energy (zero: lowest compared OMol25 entry of this formula, charge and spin): 252.7 kJ/mol
* gap between HOMO and LUMO: 8.72 eV
* SMILES: N/C=C/CCN.O
* energy: -344.288790 Eh

Calculated atomic charges, method natural (NBO), unit e:
1. N -0.8353
2. C -0.0103
3. C -0.2925
4. C -0.4450
5. C -0.2078
6. N -0.8737
7. H 0.3756
8. H 0.3937
9. H 0.1814
10. H 0.1879
11. H 0.2065
12. H 0.2210
13. H 0.1827
14. H 0.1996
15. H 0.3627
16. H 0.3542
17. O -0.9517
18. H 0.4738
19. H 0.4770

=====

(4)
Below is a 2-piece molecular cluster, C4H12N2O overall, with properties calculated with ωB97M-V with the def2-TZVPD basis set.

Cartesian coordinates (Å):
C  -0.6709  -1.0478  -0.1896
C  -2.0622  -0.6218  -0.3621
C  2.2043  -0.0884  -0.4387
C  -1.3697  1.5353  -0.4467
N  1.4076  0.2228  0.7397
N  0.0204  0.1699  0.4670
O  1.7537  -0.7547  1.7696
H  2.0708  -0.2064  2.4953
H  -0.4341  0.2874  1.3671
H  -0.1649  -1.2035  -1.1422
H  -0.5056  -1.8936  0.4865
H  -2.7201  -0.7538  0.4952
H  -2.5108  -0.7558  -1.3352
H  3.2446  0.1280  -0.2020
H  1.8788  0.5728  -1.2428
H  2.1151  -1.1344  -0.7482
H  -2.3770  1.8457  -0.2077
H  -1.1854  1.4432  -1.5087
H  -0.6944  2.2552  0.0034

Atomic forces in eV per Å
1.36 0.41 0.74
0.93 2.09 0.52
-0.06 0.00 0.12
-2.19 -0.38 -0.63
-0.48 -0.34 0.34
0.99 -1.64 0.05
-0.03 0.00 -0.41
0.00 0.06 -0.04
0.01 0.17 -0.06
-0.04 -0.14 0.06
-0.08 -0.12 -0.27
0.00 0.06 -0.20
-0.13 0.05 0.00
-0.04 -0.05 -0.03
-0.01 -0.06 0.05
0.00 0.03 0.01
-0.33 0.23 -0.45
-0.11 0.14 -0.09
0.23 -0.51 0.29

Results
* relative energy (zero: lowest compared OMol25 entry of this formula, charge and spin): 717.1 kJ/mol
* gap between HOMO and LUMO: 8.46 eV
* energy: -344.111885 Eh

Calculated atomic charges, method natural (NBO), unit e:
1. C -0.3100
2. C -0.4467
3. C -0.4409
4. C -0.5269
5. N -0.0275
6. N -0.4109
7. O -0.6274
8. H 0.4702
9. H 0.3669
10. H 0.1957
11. H 0.2089
12. H 0.1907
13. H 0.2016
14. H 0.2112
15. H 0.2127
16. H 0.1865
17. H 0.1761
18. H 0.1873
19. H 0.1824

=====

(5)
Below is a 2-piece molecular cluster, C4H12N2O overall, with properties calculated with ωB97M-V with the def2-TZVPD basis set.

Cartesian coordinates (Å):
C  -3.0046  0.1973  -1.3463
N  -1.9208  0.2440  -0.6709
C  -1.2932  -0.4899  0.4827
C  0.2027  -0.5321  0.7480
C  0.5336  0.9468  0.8943
N  1.6393  1.2481  0.1162
H  -3.2562  0.6161  -2.2828
H  -3.8186  -0.2363  -0.8398
H  -1.8620  -0.1811  1.3669
H  -1.6472  -1.6425  0.3862
H  0.6569  -0.8856  -0.2463
H  0.3154  -1.0845  1.6552
H  0.6271  1.2338  1.9847
H  -0.2977  1.6027  0.5089
H  2.3985  1.7730  0.6445
H  1.3696  1.8631  -0.6706
O  3.0499  -1.8787  -0.5718
H  2.8463  -0.8106  -0.7219
H  3.4611  -1.9837  -1.4371

Atomic forces in eV per Å
1.74 -0.86 3.97
2.54 0.28 -2.21
-4.69 -3.66 -0.33
-1.80 1.95 -3.10
-1.91 0.64 1.96
4.36 2.71 -1.29
0.63 1.04 -1.00
-1.69 -1.24 0.27
0.29 0.21 0.22
0.55 2.35 0.03
-0.17 -0.01 2.07
0.59 -0.77 0.14
0.18 -0.32 -1.03
0.32 -0.98 0.58
-1.32 -0.92 -1.01
0.43 -0.56 0.67
-0.63 4.62 -1.17
0.37 -3.76 1.30
0.21 -0.72 -0.04

Results
* relative energy (zero: lowest compared OMol25 entry of this formula, charge and spin): 393.4 kJ/mol
* gap between HOMO and LUMO: 9.57 eV
* SMILES: C=NCCCN.O
* energy: -344.235194 Eh

Calculated atomic charges, method natural (NBO), unit e:
1. C -0.0334
2. N -0.4399
3. C -0.2268
4. C -0.4306
5. C -0.2279
6. N -0.8675
7. H 0.1698
8. H 0.1180
9. H 0.1927
10. H 0.1839
11. H 0.2338
12. H 0.2256
13. H 0.1821
14. H 0.1923
15. H 0.3667
16. H 0.3689
17. O -0.9470
18. H 0.4821
19. H 0.4574

=====

(6)
Below is an isolated molecule of C4H12N2O, with properties calculated with ωB97M-V with the def2-TZVPD basis set.

Cartesian coordinates (Å):
N  0.8509  1.8617  -1.2772
C  -0.1998  1.9190  -0.2963
C  -1.2854  0.8634  -0.4811
N  -0.7201  -0.5058  -0.6047
C  0.3366  -0.8130  0.3827
C  0.3993  -2.2977  0.5444
O  1.4029  -2.6644  1.5049
H  1.6364  2.4477  -1.0447
H  0.5075  2.1294  -2.1900
H  -0.6663  2.8901  -0.1553
H  0.1558  1.7767  0.7316
H  -1.9355  0.9071  0.3987
H  -1.7966  1.0026  -1.4178
H  -1.4655  -1.1121  -0.2575
H  1.2520  -0.4136  -0.0455
H  0.1252  -0.3331  1.3299
H  -0.5378  -2.6723  0.9330
H  0.6721  -2.8585  -0.3430
H  1.2683  -2.1273  2.2879

Atomic forces in eV per Å
0.09 -0.24 -0.19
-0.54 -0.06 1.22
1.23 -0.60 -0.08
-0.38 -0.35 1.11
-0.21 0.52 -1.75
0.98 -0.57 1.17
0.13 -0.02 -0.23
0.03 0.15 0.05
0.05 -0.01 -0.02
-0.43 0.45 -0.54
0.72 -0.28 -0.31
-0.31 0.30 -0.21
-0.69 0.41 -0.17
-0.22 0.06 -0.73
0.31 -0.03 0.34
0.07 0.08 0.67
-0.68 -0.15 -0.17
-0.15 0.28 -0.32
0.00 0.05 0.16

Results
* relative energy (zero: lowest compared OMol25 entry of this formula, charge and spin): 185.0 kJ/mol
* gap between HOMO and LUMO: 9.94 eV
* SMILES: NCCNCCO
* energy: -344.314551 Eh

Calculated atomic charges, method natural (NBO), unit e:
1. N -0.8376
2. C -0.2329
3. C -0.2238
4. N -0.5989
5. C -0.2642
6. C -0.0638
7. O -0.7176
8. H 0.3635
9. H 0.3584
10. H 0.1700
11. H 0.1834
12. H 0.1720
13. H 0.1935
14. H 0.3348
15. H 0.2182
16. H 0.1492
17. H 0.1464
18. H 0.1934
19. H 0.4560